The following is a quantum chemistry calculation of C16H15BrN2OS in the gas phase, from OMol25.

Last column: Mulliken charge in e.
CARTESIAN COORDINATES (ANGSTROEM)
H (4.800, 2.185, -1.572)  0.3793
C (3.761, 0.475, -0.827)  -0.4865
C (-1.956, 0.537, -2.889)  -0.4722
N (0.417, 0.346, 0.696)  0.0437
H (-3.487, -2.532, 1.054)  0.4000
N (-1.656, 0.147, 1.700)  -0.1126
C (-0.566, 0.949, 1.381)  0.0259
S (-0.642, 2.511, 1.897)  -0.3921
H (4.548, -0.221, -1.072)  0.3800
C (3.897, 1.823, -1.107)  -0.4605
C (-4.265, -0.555, 0.558)  -1.2081
H (0.919, 2.914, 0.051)  0.2222
H (2.961, 3.745, -1.010)  0.3687
C (-2.269, 1.489, -1.935)  -0.6374
H (-1.900, 2.499, -2.032)  0.4045
H (-3.283, 1.899, -0.103)  0.3338
H (-3.586, -2.104, -1.560)  0.3724
C (-3.389, -1.505, 1.406)  -0.7852
C (2.606, 0.012, -0.225)  0.0370
H (-2.387, 0.659, 2.180)  0.3474
H (-5.194, -1.066, 0.301)  0.3966
C (-3.521, -0.150, -0.689)  0.7616
H (-4.523, 0.336, 1.134)  0.4415
H (-3.684, -1.466, 2.456)  0.4109
C (1.714, 2.229, -0.188)  -0.2746
C (-3.049, 1.147, -0.844)  -0.2684
C (2.869, 2.693, -0.789)  -0.9212
H (-1.338, 0.799, -3.734)  0.4127
H (0.276, -0.667, 0.567)  0.2843
C (-2.443, -0.753, -2.756)  -0.6478
C (-1.938, -1.115, 1.246)  0.4543
C (-3.220, -1.094, -1.664)  -0.2316
H (-2.208, -1.499, -3.500)  0.3933
C (1.560, 0.877, 0.115)  0.8905
Br (2.459, -1.858, 0.144)  -0.2172
O (-1.107, -1.828, 0.725)  -0.6452

Net charge: 0
HOMO level in eV: -8.42
Calculated total energy in Eh: -3775.70322
Frontier orbital gap in eV: 8.7
SMILES: O=C(CCc1ccccc1)NC(=S)Nc1ccccc1Br

=====

The following is a quantum chemistry calculation of a gas-phase ion, C4H7N2 (charge +1), from OMol25.

Last column: Mulliken charge in e.
CARTESIAN COORDINATES (ANGSTROEM)
C (0.693, 0.713, -0.470)  -0.2187
H (1.288, 1.432, -1.081)  0.3249
N (-1.214, -1.049, 0.016)  -0.3670
C (0.705, -0.774, -0.530)  0.0353
C (1.382, -0.175, 0.572)  -0.5935
C (-1.589, 0.194, -0.016)  0.0468
H (1.157, -0.093, 1.643)  0.2422
H (0.919, -1.581, -1.172)  0.4872
H (2.365, -0.430, 0.457)  0.2895
H (-0.995, 2.021, 0.252)  0.2291
H (-2.612, 0.495, 0.062)  0.4208
N (-0.689, 1.168, -0.102)  -0.1229
H (-1.412, -1.920, 0.369)  0.2263

Net charge: +1
Relative energy (zero: lowest compared OMol25 entry of this formula, charge and spin) in eV: 4.142
HOMO level in eV: -14.65
Calculated total energy in Eh: -265.75627
Frontier orbital gap in eV: 10.4

=====

The following is a quantum chemistry calculation of a molecular structure, C28H38Cl2N2O4PS2Ti, from OMol25.

Last column: Löwdin spin population.
CARTESIAN COORDINATES (ANGSTROEM)
H (-2.213, -1.203, 2.155)  -0.0002
H (1.654, -1.673, -4.018)  0.0001
C (-3.543, 1.837, -1.523)  0.0022
H (-0.572, 2.209, 2.636)  0.0001
H (-5.781, 2.264, -0.030)  0.0005
O (-2.246, -3.534, -1.704)  0.0035
C (1.348, 4.139, -0.956)  0.1402
C (-5.025, 2.251, 1.937)  0.0018
C (1.138, -5.574, 1.003)  0.0000
C (2.038, -1.575, -3.041)  0.0004
H (-4.421, 2.177, -2.081)  -0.0001
H (2.093, 1.254, 1.818)  0.0009
H (-0.096, 0.179, -3.411)  0.0000
H (3.580, 2.012, 1.033)  -0.0006
H (2.594, 2.561, -1.530)  -0.0033
H (-6.426, 3.428, 3.069)  0.0001
S (4.933, -4.864, -0.173)  0.0000
C (-3.904, 2.122, 2.720)  0.0014
H (-1.177, 0.672, 3.193)  0.0014
O (-0.829, -2.160, -3.248)  0.0011
N (2.294, -4.942, 0.564)  0.0000
H (0.334, -7.326, 1.887)  0.0000
C (3.009, 0.086, 0.137)  0.0049
H (3.056, 5.461, -0.466)  0.0108
H (2.635, -8.312, 2.382)  0.0000
C (-0.846, 3.495, -0.154)  0.1074
O (-1.964, -1.035, -1.415)  0.0231
Ti (-0.750, -0.936, 0.204)  0.9028
H (2.970, 4.914, -2.164)  0.0035
C (-2.665, 1.820, 2.168)  0.0164
C (0.041, 4.486, -0.516)  -0.0142
S (-1.398, -2.392, -1.945)  0.0053
H (3.746, 0.634, 2.041)  0.0000
C (-1.459, 1.748, 3.104)  0.0027
H (-7.041, 2.632, 1.731)  0.0000
C (0.789, 1.833, -0.655)  0.1351
H (-4.039, 2.358, 3.736)  0.0006
H (0.856, 1.723, -3.398)  0.0004
Cl (-4.047, -2.058, 0.783)  0.0049
H (5.156, -0.052, -0.074)  0.0003
C (0.905, 0.626, -3.508)  0.0011
P (1.419, 0.118, -0.838)  0.0175
H (-2.751, 2.533, -1.773)  0.0006
O (-0.193, -2.489, -0.873)  0.0052
C (-0.485, 2.118, -0.161)  0.0368
H (-0.327, 5.500, -0.548)  -0.0039
H (-2.026, -2.919, 1.560)  0.0029
H (1.463, -2.317, -2.488)  0.0001
H (1.820, 6.140, -1.576)  0.0014
Cl (0.653, -1.359, 1.977)  0.0255
H (-1.886, 3.750, 0.061)  0.0046
C (-3.685, 1.824, -0.018)  0.0151
C (-2.305, -1.875, 1.281)  0.0007
C (4.322, 0.274, -0.688)  0.0002
H (4.681, -7.079, 1.542)  0.0000
C (1.671, 2.807, -1.052)  -0.0131
H (3.088, -1.822, -2.996)  0.0001
C (-2.567, 1.562, 0.802)  0.0429
H (4.533, 1.303, -0.891)  0.0000
C (3.075, 1.073, 1.324)  0.0008
C (2.512, -7.432, 1.794)  0.0000
H (1.313, 0.474, -4.514)  0.0000
C (2.344, 5.208, -1.303)  0.0252
H (0.209, -5.015, 0.830)  0.0001
C (-4.882, 2.126, 0.551)  0.0007
H (3.044, -0.901, 0.634)  0.0005
H (-1.649, 2.192, 4.066)  -0.0001
C (-6.380, 2.488, 2.568)  0.0004
H (-3.339, 0.858, -1.898)  0.0007
C (3.595, -5.538, 0.538)  0.0000
C (3.642, -6.750, 1.360)  0.0000
C (1.223, -6.798, 1.579)  0.0000
N (-1.317, 1.121, 0.275)  0.4757
H (2.178, -4.066, 0.107)  0.0000
C (1.871, -0.118, -2.598)  0.0044
H (2.872, 0.374, -2.587)  -0.0001
H (-6.701, 1.663, 3.229)  0.0001
H (4.242, -0.308, -1.567)  0.0000

Net charge: -1
Relative energy (zero: lowest compared OMol25 entry of this formula, charge and spin) in eV: 0.000
HOMO level (alpha / beta) in eV: -3.78 / -4.51
2S+1: 3
Calculated total energy in Eh: -4407.95035
Frontier orbital gap (alpha / beta) in eV: 5.9 / 4.3

=====

The following is a quantum chemistry calculation of C2H3N in the gas phase, from OMol25.

Last column: Mulliken charge in e.
CARTESIAN COORDINATES (ANGSTROEM)
H (-1.324, -0.225, 0.248)  0.2681
C (0.572, -0.071, -0.742)  0.2498
H (-0.395, 1.109, 0.634)  0.2594
N (1.216, -0.187, -1.653)  -0.3124
H (0.214, -0.671, 1.084)  0.2394
C (-0.283, 0.045, 0.429)  -0.7042

Net charge: 0
Relative energy (zero: lowest compared OMol25 entry of this formula, charge and spin) in eV: 0.313
HOMO level in eV: -11.86
Calculated total energy in Eh: -132.74020
Frontier orbital gap in eV: 12.7
SMILES: CC#N

=====

The following is a quantum chemistry calculation of 2 unconnected molecules or ions with the total composition CHFN2O, from OMol25.

Last column: Mulliken charge in e.
CARTESIAN COORDINATES (ANGSTROEM)
H (-1.180, -1.025, -0.049)  0.3051
C (1.496, -1.129, 0.253)  0.1432
F (-0.614, 2.002, -0.072)  -0.1700
N (-1.341, 0.807, 0.224)  -0.0701
O (2.362, -0.521, -0.139)  -0.1367
N (-0.723, -0.134, -0.217)  -0.0714

Net charge: 0
Relative energy (zero: lowest compared OMol25 entry of this formula, charge and spin) in eV: 1.275
HOMO level in eV: -11.27
Calculated total energy in Eh: -323.21892
Frontier orbital gap in eV: 11.4

=====

The following is a quantum chemistry calculation of 13 unconnected molecules or ions with the total composition H28NO12, from OMol25.

Last column: Mulliken charge in e.
CARTESIAN COORDINATES (ANGSTROEM)
H (27.317, -25.209, -11.476)  0.3042
H (26.541, -28.106, -12.255)  0.2555
H (27.347, -27.865, -17.885)  0.2299
O (23.670, -25.528, -14.825)  -0.5086
O (26.732, -28.424, -18.103)  -0.4651
O (22.970, -28.475, -16.042)  -0.5754
O (27.417, -25.275, -12.454)  -0.5402
H (26.514, -24.928, -19.070)  0.3302
O (27.460, -24.686, -18.936)  -0.5585
H (26.480, -27.982, -18.876)  0.3361
O (25.290, -30.233, -15.471)  -0.6236
H (25.270, -28.909, -12.669)  0.3211
H (25.271, -30.806, -16.296)  0.3119
N (26.299, -27.121, -15.271)  -0.0344
H (23.373, -29.272, -15.787)  0.3036
O (23.506, -27.640, -12.888)  -0.6611
H (23.673, -26.738, -12.449)  0.2979
H (23.378, -27.579, -13.881)  0.3227
O (28.835, -27.270, -16.923)  -0.5928
H (29.592, -29.060, -13.921)  0.3283
H (27.451, -24.348, -12.380)  0.2554
H (26.784, -26.478, -15.977)  0.1451
H (30.822, -28.578, -14.651)  0.3375
H (24.154, -25.489, -15.703)  0.2812
H (28.103, -24.409, -15.863)  0.2481
H (23.782, -26.726, -17.445)  0.1583
H (27.041, -27.881, -15.149)  0.3846
H (25.710, -30.874, -14.765)  0.3180
H (26.116, -26.626, -14.553)  0.4314
O (29.880, -28.274, -14.436)  -0.6722
H (22.640, -28.591, -16.908)  0.2839
H (29.406, -26.486, -16.954)  0.2947
H (25.317, -27.599, -15.549)  0.1238
H (24.451, -25.415, -18.052)  0.1989
H (26.630, -23.706, -15.673)  0.2831
O (27.290, -24.204, -16.173)  -0.6015
O (26.187, -28.797, -12.746)  -0.5723
H (29.370, -27.730, -16.360)  0.2394
O (24.250, -25.984, -17.392)  -0.4415
H (27.147, -24.529, -18.035)  0.2441
H (23.776, -24.760, -14.423)  0.2782

Net charge: +1
Relative energy (zero: lowest compared OMol25 entry of this formula, charge and spin) in eV: 3.781
HOMO level in eV: -13.74
Calculated total energy in Eh: -974.07651
Frontier orbital gap in eV: 10.7